H5NP4 | ωB97M-V with the def2-TZVPD basis set

Summary:
* highest occupied orbital energy: -0.272 hartree

```
! RIJCOSX wB97M-V def2-TZVPD def2/J DEFGRID3
* xyz 0 1
N 3.20 0.26 0.55
P 3.52 -1.17 0.60
P 1.31 1.54 0.33
P 0.30 -1.86 0.12
P -0.31 0.23 -0.26
H 1.63 1.75 -0.90
H 0.51 2.62 0.17
H -0.04 -2.67 -1.09
H -0.93 -2.02 0.73
H -1.07 0.21 1.02
*
```